Density functional theory data (ωB97M-V with the def2-TZVPD basis set) for a structure of composition C22H46N3OP2Ti.

Element x y z (Å)
Ti1 0.278975 -0.012635 -0.605365
P1 0.776647 2.407782 -0.610546
P2 -0.625483 -2.271730 -1.097544
N1 0.309272 0.181002 -2.599760
C1 1.137826 2.549634 -2.411624
H1 0.812317 3.540224 -2.757633
H2 2.225582 2.485511 -2.554964
C2 0.458609 1.469359 -3.262190
H3 -0.533797 1.822023 -3.616780
H4 1.048605 1.325172 -4.190404
C3 -0.224909 -0.826227 -3.500827
H5 0.401672 -0.854458 -4.415717
H6 -1.227564 -0.509173 -3.859876
C4 -0.291605 -2.240548 -2.909345
H7 0.666321 -2.747309 -3.093712
H8 -1.078308 -2.810311 -3.422826
C5 -2.411805 -2.685916 -0.977582
C6 -2.984387 -2.413156 0.416523
H9 -4.051855 -2.674480 0.409380
H10 -2.910355 -1.355580 0.687711
H11 -2.492245 -3.014382 1.191875
C7 0.397243 -3.633671 -0.383079
C8 0.013447 -3.954780 1.064516
H12 0.789326 -4.601631 1.499133
H13 -0.941061 -4.494657 1.133001
H14 -0.041555 -3.053770 1.687522
C9 2.350121 2.773074 0.281075
C10 2.146259 2.925990 1.791529
H15 3.131958 2.981141 2.275899
H16 1.618617 2.068076 2.225184
H17 1.601762 3.845559 2.047055
C11 -0.479453 3.711711 -0.301836
C12 -1.184517 3.542859 1.046902
H18 -1.939286 4.335865 1.143552
H19 -0.489961 3.629846 1.892434
H20 -1.709362 2.584906 1.116939
C13 -1.613813 0.560789 -0.566140
O1 -2.742766 0.902697 -0.609076
C14 0.462166 -4.895851 -1.249792
H21 -0.487084 -5.443223 -1.251780
H22 0.748886 -4.680952 -2.284166
H23 1.226723 -5.559638 -0.825121
C15 3.147815 3.944326 -0.304274
H24 4.124013 3.973639 0.197249
H25 3.330460 3.834762 -1.378052
H26 2.655000 4.906502 -0.125130
C16 0.055619 5.135143 -0.477701
H27 -0.802209 5.821619 -0.471822
H28 0.711178 5.431801 0.351519
H29 0.581466 5.280565 -1.428839
C17 -2.750230 -4.101388 -1.453056
H30 -2.422968 -4.865159 -0.735541
H31 -3.843454 -4.179872 -1.529714
H32 -2.338069 -4.330506 -2.442995
H33 -2.875880 -1.965551 -1.673960
H34 -1.225716 3.520611 -1.093145
H35 1.409021 -3.185021 -0.365481
H36 2.935616 1.847651 0.119137
H37 1.858163 -0.307580 -1.550561
H38 2.032618 -0.317825 -0.667053
C18 -1.862108 0.233362 4.529962
C19 -0.811249 -0.071670 3.542283
C20 0.479470 -0.565008 3.684717
C21 1.032774 -0.650505 2.406434
N2 0.109362 -0.210293 1.516807
N3 -0.989098 0.118181 2.234828
C22 2.372296 -1.100587 2.004497
H39 -2.101531 -0.663579 5.115876
H40 -1.512337 1.003394 5.230514
H41 -2.784235 0.591771 4.054496
H42 0.969518 -0.833067 4.603865
H43 -1.841018 0.472653 1.806022
H44 3.071681 -0.252857 1.889838
H45 2.775952 -1.752358 2.795751
H46 2.366921 -1.672292 1.060983

Cartesian forces, eV/Å:
0.1195 -0.1952 -0.5769
0.2803 0.7102 -0.2635
-0.1123 -0.6512 -0.4227
-0.7740 0.1367 1.5437
0.2043 0.0257 -0.1372
0.2393 -0.2255 0.0119
-0.2675 0.0510 0.1176
0.0067 0.2784 -0.8020
0.3058 -0.2321 0.2835
-0.2137 0.0954 0.3439
-0.1427 -0.1764 -0.8449
-0.2515 -0.0221 0.3299
0.3609 -0.0319 0.2940
0.1592 -0.1055 -0.1641
-0.2650 0.0808 0.1145
0.3272 0.0502 0.0388
-0.0722 0.1739 0.0031
-0.2093 -0.1274 0.0968
0.2674 0.0826 0.0890
-0.0022 -0.2052 0.0271
-0.1946 0.1958 -0.2080
0.2261 -0.0170 -0.1754
0.1277 -0.1174 0.1985
-0.2395 0.1232 -0.1205
0.2948 0.1549 -0.0612
-0.0891 -0.1416 -0.0754
0.2372 -0.0122 -0.1464
0.1238 0.0183 0.1825
-0.2709 0.0305 -0.1181
-0.0230 0.1635 -0.0303
0.2020 -0.2583 -0.1027
-0.1264 -0.0868 -0.0127
-0.1213 0.2153 0.1287
0.1762 -0.2291 0.0624
-0.2502 -0.0248 -0.2298
0.1038 0.1949 0.0411
-7.1095 2.0472 -0.3598
4.9217 -1.4205 0.0488
0.1071 -0.2302 0.0956
0.3101 0.1518 -0.0179
-0.0638 -0.1152 0.1975
-0.1656 0.0922 -0.1468
0.1961 0.0975 0.1376
-0.1768 0.0425 -0.1572
-0.0088 0.0833 0.2182
0.1876 -0.2871 -0.0698
-0.2413 0.2663 0.0180
0.2351 -0.1101 -0.0159
-0.1856 -0.1171 -0.2401
-0.0464 -0.0109 0.2557
-0.3300 -0.0798 -0.0279
-0.0683 0.2456 -0.2023
0.2569 -0.0326 -0.0085
-0.0493 -0.0146 0.2533
0.0919 -0.1539 0.0840
0.1644 0.0485 0.1096
-0.2519 -0.1488 -0.0598
-0.1235 0.2730 -0.0011
0.8294 -0.1493 1.8876
1.2295 -0.3332 -1.8962
-0.4051 0.0741 0.5114
0.3767 -0.1032 -0.0588
0.3142 -0.1360 0.0332
-1.4187 0.5974 0.3157
0.3405 -0.1555 -0.4962
-0.2683 0.1535 0.1237
0.9447 -0.3431 -0.0441
0.0380 0.2409 -0.1209
-0.1046 -0.1995 -0.1644
0.2430 -0.0937 0.1035
-0.0312 -0.0205 0.0842
0.4796 -0.1943 0.1448
-0.2723 -0.2871 0.0500
-0.0493 0.2259 -0.3886
-0.0331 0.1752 0.3887

The calculation puts the gap between HOMO and LUMO (alpha / beta) at 7.413 / 7.871 eV. The charge is +2. As for the multiplicity: 2. The HOMO energy (alpha / beta) is -14.48 / -15.02 eV. The calculation puts the molar mass at 478.44 g mol⁻¹. The largest force on an atom comes out at 7.41 eV Å⁻¹.